No. 1
Here is a cluster of 2 separate species, C3H6NO2S in total from the OMol25 dataset. Energies are from the ωB97M-V functional and the def2-TZVPD basis.

## Properties
* ΔE to the lowest compared entry with this formula, charge and spin: 86.0 kcal per mole
* E_tot: -19617.619 eV
* HOMO level: -16.886 eV
* total charge: +1

```
13
C3H6NO2S | the OMol25 dataset | the ωB97M-V functional and the def2-TZVPD basis
N 0.853 -1.814 0.086
C 1.751 -2.526 0.172
O -1.341 0.080 2.471
H 0.384 1.947 -0.899
O 0.731 1.299 1.812
C -1.193 0.644 -0.327
H -0.215 1.008 -2.231
H -1.409 -0.395 -0.649
H 2.383 -3.405 0.300
S -0.509 0.732 1.517
H 0.697 0.168 -0.982
C 0.040 1.016 -1.147
H -2.172 1.245 -0.122
```

Atom charges from the Löwdin analysis, given in e for atoms 1 to 6: number 1, N, carries 0.076; number 2, C, carries 0.016; number 3, O, carries -0.193; number 4, H, carries 0.053; number 5, O, carries -0.173; number 6, C, carries -0.162



No. 2
Here is an isolated molecule of C7H13N3O4S from the OMol25 dataset. Energies are from the ωB97M-V functional and the def2-TZVPD basis.

## Properties
* ΔE to the lowest compared entry with this formula, charge and spin: 141.1 kcal per mole
* E_tot: -30960.768 eV
* HOMO level: -8.531 eV

```
28
C7H13N3O4S | the OMol25 dataset | the ωB97M-V functional and the def2-TZVPD basis
O 2.720 -0.616 -2.199
O 0.987 1.977 0.664
C -1.971 2.841 0.566
H -0.194 0.099 -2.462
H 1.058 -2.368 0.849
H 3.505 1.877 -1.469
H -2.188 1.431 2.276
C 0.285 1.020 0.362
H -2.885 2.396 0.173
O -0.901 0.868 0.845
H 2.214 -2.957 -0.788
H 1.491 -3.491 -2.348
O 3.041 -0.916 0.204
N 3.217 1.378 -0.686
H -1.269 2.821 -0.264
C 0.748 -0.037 -0.563
H 2.847 1.907 0.046
C 0.020 -0.605 -1.709
C -1.415 1.936 1.601
H -0.774 -1.544 0.866
C 0.161 -1.983 0.330
C 1.315 -3.471 -1.190
N 0.131 -2.636 -0.858
N -0.238 -1.815 -1.929
H -0.629 2.622 2.151
H -2.095 3.873 0.914
H 1.155 -4.464 -0.819
S 2.530 -0.117 -0.874
```

Atom charges from the Löwdin analysis, given in e for atoms 1 to 6: number 1, O, carries -0.292; number 2, O, carries 0.051; number 3, C, carries -0.079; number 4, H, carries 0.116; number 5, H, carries 0.106; number 6, H, carries 0.054



No. 3
Here is a cluster of 3 separate species, C4H16N2O in total from the OMol25 dataset. Energies are from the ωB97M-V functional and the def2-TZVPD basis.

## Properties
* ΔE to the lowest compared entry with this formula, charge and spin: 64.9 kcal per mole
* E_tot: -9416.498 eV
* HOMO level: -18.232 eV
* total charge: +2

```
23
C4H16N2O | the OMol25 dataset | the ωB97M-V functional and the def2-TZVPD basis
H -3.183 -2.753 2.823
H 1.909 -0.488 0.300
H -1.087 -1.537 0.607
H 2.713 0.135 -3.325
H 3.078 1.272 -2.332
H 0.421 2.697 -0.695
C 1.220 1.994 -0.908
H 1.895 2.564 -1.593
H 1.808 2.047 0.047
N 2.552 0.392 -2.345
H -1.990 -0.211 -0.101
H -0.380 1.302 0.677
C 0.933 -0.348 -0.142
H -4.347 -1.945 2.820
O -3.386 -1.803 2.797
H 0.333 0.114 1.785
H 0.235 0.355 -2.201
H 0.650 -1.430 -0.355
C 0.788 0.550 -1.301
N -1.443 -0.584 0.684
H -1.941 -0.727 1.592
H 3.120 -0.140 -1.692
C -0.200 0.255 0.830
```

Atom charges from the Löwdin analysis, given in e for atoms 1 to 6: number 1, H, carries 0.063; number 2, H, carries 0.135; number 3, H, carries 0.160; number 4, H, carries 0.135; number 5, H, carries 0.107; number 6, H, carries 0.094



No. 4
Here is a cluster of 2 separate species, H2IO in total from the OMol25 dataset. Energies are from the ωB97M-V functional and the def2-TZVPD basis.

## Properties
* ΔE to the lowest compared entry with this formula, charge and spin: 15.1 kcal per mole
* E_tot: -10182.738 eV
* HOMO level: -2.975 eV
* total charge: -1

```
4
H2IO | the OMol25 dataset | the ωB97M-V functional and the def2-TZVPD basis
H -3.770 1.004 2.659
O -3.957 1.321 1.747
I 0.000 0.000 0.000
H -4.653 2.008 1.860
```

Charges computed using Löwdin, reported in e: number 1, H, carries 0.043; number 2, O, carries -0.100; number 3, I, carries -0.977; number 4, H, carries 0.033



No. 5
Here is a structure of composition H4InO2 from the OMol25 dataset. Energies are from the ωB97M-V functional and the def2-TZVPD basis.

## Properties
* ΔE to the lowest compared entry with this formula, charge and spin: 0.0 kcal per mole
* E_tot: -9264.152 eV
* ⟨S²⟩: 1.730
* HOMO level (spin up / spin down): -38.451 / -34.197 eV
* total charge: +4
* 2S+1: 2

```
7
H4InO2 | the OMol25 dataset | the ωB97M-V functional and the def2-TZVPD basis
O -1.759 -1.090 2.053
H -2.684 -0.847 2.096
In 0.296 0.269 0.455
O 1.894 1.137 -1.814
H -1.766 -2.042 1.947
H 1.500 1.845 -2.324
H 2.519 0.728 -2.413
```

Atom charges from the Löwdin analysis, given in e for atoms 1 to 6: number 1, O, carries 0.556; number 2, H, carries 0.219; number 3, In, carries 2.018; number 4, O, carries 0.559; number 5, H, carries 0.212; number 6, H, carries 0.213



No. 6
Here is an isolated molecule of C3H9NS2 from the OMol25 dataset. Energies are from the ωB97M-V functional and the def2-TZVPD basis.

## Properties
* ΔE to the lowest compared entry with this formula, charge and spin: 18.6 kcal per mole
* E_tot: -26416.869 eV
* HOMO level: -8.434 eV
* SMILES string: CNCCSS

```
15
C3H9NS2 | the OMol25 dataset | the ωB97M-V functional and the def2-TZVPD basis
H 2.306 -0.302 1.587
H -1.705 -0.825 1.047
C -0.150 0.420 0.330
H -1.205 1.414 -1.868
H 0.568 -0.757 -1.112
H -0.722 0.297 -2.978
N -0.288 -0.235 -0.991
C -0.729 -0.480 1.392
S 0.254 -2.032 1.559
H -0.659 1.375 0.246
C -0.366 0.748 -2.061
H -0.814 -0.112 2.411
S 2.050 -1.386 2.332
H 0.889 0.690 0.531
H 0.571 1.185 -2.422
```

Atom charges from the Löwdin analysis, given in e for atoms 1 to 6: number 1, H, carries -0.214; number 2, H, carries 0.074; number 3, C, carries -0.333; number 4, H, carries 0.079; number 5, H, carries 0.085; number 6, H, carries 0.064



No. 7
Here is an isolated molecule of C4H5ClN2S from the OMol25 dataset. Energies are from the ωB97M-V functional and the def2-TZVPD basis.

## Properties
* ΔE to the lowest compared entry with this formula, charge and spin: 0.0 kcal per mole
* E_tot: -30566.897 eV
* HOMO level: -7.658 eV
* SMILES string: Cn1cc(Cl)[nH]c1=S

```
13
C4H5ClN2S | the OMol25 dataset | the ωB97M-V functional and the def2-TZVPD basis
H -1.674 -0.128 0.878
C -1.124 0.252 0.017
C 0.532 -1.544 0.009
H -1.621 -0.106 -0.886
Cl 4.096 0.153 -0.003
C 2.446 -0.273 0.002
H 2.551 -2.416 -0.111
H -1.124 1.338 0.028
S -0.443 -2.846 0.005
N 0.228 -0.230 0.049
N 2.023 -1.569 -0.002
H 1.333 1.613 0.082
C 1.368 0.545 0.044
```

Atom charges from the Löwdin analysis, given in e for atoms 1 to 6: number 1, H, carries 0.090; number 2, C, carries -0.046; number 3, C, carries -0.835; number 4, H, carries 0.091; number 5, Cl, carries 0.705; number 6, C, carries -0.764



The max |F| results, record by record, are as follows: 0.063 0.055 0.113 0.027 0.070 0.026 0.068 Eh/bohr.
The molar mass results, record by record, are as follows: 120.15 235.27 108.18 144.92 150.85 123.25 148.62 u.